[1]
ORCA calculation (ωB97M-V with the def2-TZVPD basis set) on a 2-piece molecular cluster, C2H5FIN overall.

Output
Energy above the lowest of the compared OMol25 structures with the same formula, charge and spin ... 4.049 eV
DFT total energy ... -14458.9947 eV
Net charge ... 0
HOMO level (spin up / spin down) ... -7.88 / -8.13 eV
Gap between HOMO and LUMO (spin up / spin down) ... 7.390 / 7.667 eV

Each line ends with the Mulliken charge.
Cartesian coordinates (Å):
1 C 0.780 -0.910 -0.380  -0.773
2 C -0.802 0.767 0.131  -0.033
3 N 0.325 0.504 -0.527  -0.192
4 F -1.090 2.050 0.154  -0.187
5 I -2.563 -0.514 -0.079  0.051
6 H 0.110 -1.365 -1.034  0.272
7 H 1.894 -0.971 -0.553  0.305
8 H 0.505 -1.039 0.738  0.264
9 H -0.225 0.315 2.115  0.043
10 H 1.065 1.162 -0.564  0.249

Force components x, y, z for each atom (eV/Å):
0.7 2.6 2.5
0.6 -0.1 2.5
0.1 -1.9 -0.6
-0.4 0.3 -0.1
0.8 0.6 -0.1
-0.3 -2.0 -1.0
-1.5 -0.2 -0.1
0.7 -0.8 -1.3
-0.7 0.3 -2.1
0.1 1.1 0.2

[2]
ORCA calculation (ωB97M-V with the def2-TZVPD basis set) on a 2-piece molecular cluster, C2H5FIN overall.

Output
Energy above the lowest of the compared OMol25 structures with the same formula, charge and spin ... 1.056 eV
DFT total energy ... -14461.9877 eV
Net charge ... 0
HOMO level ... -9.96 eV
Gap between HOMO and LUMO ... 10.111 eV

Each line ends with the Mulliken charge.
Cartesian coordinates (Å):
1 H 0.423 -0.306 2.193  0.289
2 N -0.201 -0.168 1.394  -0.422
3 C 0.275 0.417 0.501  0.005
4 C -0.543 0.613 -0.756  -0.879
5 I 2.327 1.195 0.216  -0.005
6 H -0.673 -0.362 -1.128  0.326
7 H -1.551 1.062 -0.537  0.240
8 H 0.069 1.081 -1.472  0.389
9 F 0.160 -2.135 -0.272  -0.430
10 H -0.286 -1.398 -0.139  0.487

Force components x, y, z for each atom (eV/Å):
-0.4 -0.2 0.0
-1.5 -2.9 6.5
2.0 4.1 -5.9
-0.5 0.9 1.1
-0.5 -0.3 0.5
-0.7 -1.0 -1.0
1.2 -0.2 -0.3
0.1 1.1 -1.0
2.2 -4.1 -1.0
-2.0 2.6 1.1

[3]
ORCA calculation (ωB97M-V with the def2-TZVPD basis set) on a 2-piece molecular cluster, C2H5FN2O overall.

Output
Energy above the lowest of the compared OMol25 structures with the same formula, charge and spin ... 2.219 eV
DFT total energy ... -9897.5813 eV
Net charge ... 0
HOMO level ... -8.49 eV
Gap between HOMO and LUMO ... 8.778 eV

Each line ends with the Mulliken charge.
Cartesian coordinates (Å):
1 C 0.771 0.052 -0.168  0.200
2 C -0.754 -0.011 0.086  0.332
3 N 1.449 -1.115 -0.282  -0.456
4 N -1.390 1.164 -0.176  -0.352
5 O 1.282 1.128 -0.290  -0.594
6 F -1.357 -1.102 -0.294  -0.215
7 H -0.115 -0.006 1.900  0.097
8 H 1.045 -1.965 0.144  0.261
9 H 2.433 -1.070 -0.032  0.276
10 H -0.959 1.937 -0.609  0.225
11 H -2.405 0.987 -0.278  0.227

Force components x, y, z for each atom (eV/Å):
-1.5 -0.4 0.2
4.2 2.4 1.9
0.2 -2.0 0.9
-2.8 -2.5 0.5
0.5 1.3 -0.2
-0.9 -1.2 0.3
-1.4 -0.5 -2.4
0.0 0.9 -0.5
-0.2 0.4 -0.4
0.8 0.6 -0.4
1.1 0.9 0.0

[4]
ORCA calculation (ωB97M-V with the def2-TZVPD basis set) on one molecule with the formula C2H5FN2O.

Output
Energy above the lowest of the compared OMol25 structures with the same formula, charge and spin ... 2.293 eV
DFT total energy ... -9897.5076 eV
Net charge ... 0
HOMO level ... -9.81 eV
Gap between HOMO and LUMO ... 10.574 eV

Each line ends with the Mulliken charge.
Cartesian coordinates (Å):
1 H 1.153 -2.216 -0.579  0.226
2 N 1.329 -1.256 -0.223  -0.590
3 C 0.337 -0.482 0.000  0.348
4 C 0.760 0.931 0.411  -0.199
5 F 0.597 1.918 -0.545  -0.281
6 N -1.006 -0.664 -0.351  -0.194
7 O -1.888 0.391 0.085  -0.440
8 H 1.839 0.805 0.465  0.253
9 H 0.336 1.101 1.367  0.232
10 H -1.326 -1.578 0.075  0.286
11 H -2.127 1.049 -0.704  0.359

Force components x, y, z for each atom (eV/Å):
-0.4 0.8 0.4
-0.7 -0.8 0.2
1.0 1.3 -1.7
1.7 -1.5 -0.6
-1.0 -0.1 0.2
-0.8 -1.1 0.6
-0.2 1.1 -1.5
0.0 0.2 0.5
-0.6 1.2 0.8
-0.2 1.6 -0.8
1.2 -2.6 2.0

[5]
ORCA calculation (ωB97M-V with the def2-TZVPD basis set) on a 2-piece molecular cluster, C2H5FN2OS overall.

Output
Energy above the lowest of the compared OMol25 structures with the same formula, charge and spin ... 4.199 eV
DFT total energy ... -20729.1025 eV
Net charge ... 0
HOMO level ... -8.45 eV
Gap between HOMO and LUMO ... 7.833 eV

Each line ends with the Mulliken charge.
Cartesian coordinates (Å):
1 C -0.001 -0.385 -0.022  0.384
2 C -1.334 -1.110 0.161  -0.185
3 H 1.578 1.811 0.931  0.380
4 H -1.366 1.083 -0.527  0.333
5 H -1.112 -1.994 -0.412  0.325
6 H -1.532 -1.179 1.344  0.210
7 H 2.348 0.809 -0.710  0.159
8 N -0.430 0.951 0.082  -0.107
9 N 1.034 -1.059 0.023  -0.431
10 O 0.612 1.975 -0.136  -0.545
11 F -2.371 -0.319 -0.496  -0.345
12 S 2.573 -0.582 -0.238  -0.178

Force components x, y, z for each atom (eV/Å):
-3.8 2.0 0.9
0.1 0.6 1.5
-4.2 0.5 -4.0
3.1 0.4 1.7
-1.1 -0.9 0.2
0.0 -0.2 -3.0
0.6 -2.3 0.7
1.1 1.1 -1.5
0.2 -1.0 -0.3
2.2 -1.4 3.7
0.7 -1.7 0.9
1.1 2.8 -0.8

[6]
ORCA calculation (ωB97M-V with the def2-TZVPD basis set) on a 2-piece molecular cluster, C2H5FN2OS overall.

Output
Energy above the lowest of the compared OMol25 structures with the same formula, charge and spin ... 4.409 eV
DFT total energy ... -20728.8927 eV
Net charge ... 0
HOMO level ... -8.83 eV
Gap between HOMO and LUMO ... 8.336 eV

Each line ends with the Mulliken charge.
Cartesian coordinates (Å):
1 C 0.195 -0.066 0.061  0.789
2 C -1.036 -1.004 0.324  -0.681
3 H -2.356 0.801 -0.267  0.431
4 H 0.764 2.001 -0.238  0.268
5 H -1.588 -0.479 1.134  0.348
6 H -0.565 -1.916 0.662  0.297
7 H 3.770 -1.003 -0.191  0.189
8 N 0.023 1.323 -0.439  -0.212
9 N 1.314 -0.699 -0.069  -0.391
10 O -1.324 1.896 0.049  -0.536
11 F -1.997 -0.997 -0.767  -0.286
12 S 2.801 0.143 -0.260  -0.216

Force components x, y, z for each atom (eV/Å):
0.8 0.9 -2.6
0.2 3.6 0.4
3.9 3.7 0.5
-0.5 -0.2 0.4
0.2 -0.9 -0.2
-0.7 -0.7 -0.7
-2.2 1.9 -0.1
-3.1 -2.2 1.6
0.0 0.4 1.0
-0.9 -4.1 -1.5
1.4 -0.4 1.1
0.9 -1.9 -0.1

[7]
ORCA calculation (ωB97M-V with the def2-TZVPD basis set) on C2H5FNO4P as an isolated structure.

Output
Energy above the lowest of the compared OMol25 structures with the same formula, charge and spin ... 0.007 eV
DFT total energy ... -23843.2318 eV
Net charge ... -2
HOMO level ... 0.19 eV
Gap between HOMO and LUMO ... 6.873 eV

Each line ends with the Mulliken charge.
Cartesian coordinates (Å):
1 C 0.995 0.884 -1.387  -1.126
2 C 1.465 -0.198 -0.770  0.783
3 N 1.085 -1.369 -0.747  -0.888
4 O -1.753 1.458 0.779  -0.553
5 O -2.798 -0.414 2.167  -0.805
6 O -1.641 -0.900 -0.018  -0.510
7 O -0.163 -0.180 1.949  -0.682
8 F 2.850 -0.011 -0.019  -0.494
9 P -1.571 -0.078 1.401  0.712
10 H -0.868 1.359 0.541  0.350
11 H 0.060 0.719 -2.084  0.170
12 H 1.595 1.683 -1.788  0.353
13 H 1.472 -1.775 0.124  0.259
14 H -0.727 -1.179 -0.148  0.432

Force components x, y, z for each atom (eV/Å):
-2.2 1.8 -2.7
2.7 1.8 0.1
-0.5 -4.2 1.6
-1.9 -0.9 1.6
-0.2 0.0 0.6
-0.3 0.0 0.9
-1.2 0.1 -0.2
-1.4 0.4 -0.8
-0.8 -0.5 0.0
3.3 1.6 -1.8
1.7 0.1 1.8
0.5 0.2 0.4
-0.4 -0.1 -0.6
0.8 -0.3 -0.8

[8]
ORCA calculation (ωB97M-V with the def2-TZVPD basis set) on a 2-piece molecular cluster, C2H5FS2 overall.

Output
Energy above the lowest of the compared OMol25 structures with the same formula, charge and spin ... 2.010 eV
DFT total energy ... -26540.7762 eV
Net charge ... 0
HOMO level (spin up / spin down) ... -8.37 / -8.44 eV
Gap between HOMO and LUMO (spin up / spin down) ... 7.377 / 8.083 eV

Each line ends with the Mulliken charge.
Cartesian coordinates (Å):
1 C -0.940 0.357 0.566  -0.565
2 C -0.510 0.681 -0.801  -0.107
3 F -1.350 0.525 -1.858  -0.215
4 S 2.394 -0.966 0.481  -0.192
5 S 1.400 -1.141 -1.271  -0.139
6 H -1.283 -0.729 0.524  0.243
7 H 0.042 0.416 1.124  0.195
8 H -1.710 1.065 0.997  0.313
9 H 0.103 1.616 -0.993  0.313
10 H 1.854 -1.825 1.231  0.153

Force components x, y, z for each atom (eV/Å):
0.4 -1.2 0.0
1.6 0.9 -1.9
0.3 -0.3 1.1
1.4 2.0 -1.5
-1.5 1.4 0.7
0.1 1.5 0.5
-1.2 -0.1 -0.1
0.8 -0.8 -0.5
-0.6 -1.4 0.4
-1.3 -1.9 1.3

[9]
ORCA calculation (ωB97M-V with the def2-TZVPD basis set) on one molecule with the formula C2H5FSi.

Output
Energy above the lowest of the compared OMol25 structures with the same formula, charge and spin ... 0.293 eV
DFT total energy ... -12750.1568 eV
Net charge ... 0
HOMO level ... -10.62 eV
Gap between HOMO and LUMO ... 11.293 eV

Each line ends with the Mulliken charge.
Cartesian coordinates (Å):
1 C -1.613 0.397 0.278  -0.593
2 C -0.379 0.436 -0.245  -0.228
3 Si 1.241 -0.623 -0.104  0.629
4 F 2.542 0.369 0.283  -0.346
5 H -2.436 1.032 0.113  0.253
6 H -2.120 -0.279 0.973  0.242
7 H -0.211 1.247 -0.981  0.240
8 H 1.220 -1.409 1.092  -0.111
9 H 1.755 -1.169 -1.408  -0.087

Force components x, y, z for each atom (eV/Å):
0.2 -1.2 0.7
0.4 0.0 -0.6
0.7 2.3 0.1
-1.5 -0.6 -0.5
-0.3 1.7 -1.2
1.4 -0.8 0.2
-0.2 -0.3 0.4
-0.2 -1.0 0.4
-0.6 -0.1 0.5

[10]
ORCA calculation (ωB97M-V with the def2-TZVPD basis set) on a 2-piece molecular cluster, C2H5FSi overall.

Output
Energy above the lowest of the compared OMol25 structures with the same formula, charge and spin ... 3.098 eV
DFT total energy ... -12747.3514 eV
Net charge ... 0
HOMO level ... -8.80 eV
Gap between HOMO and LUMO ... 8.704 eV

Each line ends with the Mulliken charge.
Cartesian coordinates (Å):
1 C 1.701 0.159 0.010  -0.438
2 C 0.617 -0.031 -0.691  -0.494
3 F -2.466 -2.022 -0.484  -0.261
4 Si -2.050 -0.568 0.131  0.600
5 H 2.768 0.262 -0.313  0.255
6 H 1.581 0.325 1.162  0.138
7 H 0.673 -0.082 -1.715  0.294
8 H -2.232 -0.948 1.546  -0.047
9 H -2.688 0.483 -0.624  -0.048

Force components x, y, z for each atom (eV/Å):
0.6 0.8 3.6
-2.4 -0.5 2.0
0.3 0.9 -0.1
3.1 -1.4 -1.0
-1.2 -0.1 -0.2
0.4 -0.5 -2.0
-0.3 -0.4 -2.4
0.1 0.8 0.1
-0.5 0.4 0.1

Which formula does entry 3 have? C2H5FN2O

The highest energy above the lowest of the compared OMol25 structures with the same formula, charge and spin belongs to which entry? number 6

The lowest net charge belongs to which entry? C2H5FNO4P